(1)
Density functional theory data (ωB97M-V/def2-TZVPD) for a cluster of 11 separate species, C51H120N6O5 in total.

```
182
Properties=species:S:1:pos:R:3:mulliken_charge:R:1
C 39.012 -7.130 -13.095 -0.3187
H 44.154 -3.301 -7.388 0.3948
H 18.122 4.106 -5.265 0.3194
H 20.186 1.628 -14.390 0.2782
H 38.780 -10.866 -11.602 0.4163
H 37.803 -8.402 -11.071 0.3230
C 30.406 2.133 -11.322 -1.0347
H 19.411 6.332 -2.543 0.4160
H 32.956 4.018 -3.193 0.4600
H 33.960 0.810 -1.278 0.2726
H 20.638 1.644 -6.493 0.2498
H 32.911 1.176 -8.987 0.2899
N 20.168 3.820 -4.700 0.0686
C 33.043 2.409 -0.191 -0.7092
C 43.068 -3.393 -7.394 -1.1093
H 26.331 7.442 -7.610 0.3113
H 35.348 3.400 -1.464 0.2784
H 26.947 10.089 -5.157 0.2960
O 25.857 -5.347 -4.851 -0.5595
H 38.844 -10.362 -13.251 0.3110
C 41.239 6.895 -9.976 -1.0175
C 33.253 2.724 -17.823 -0.9642
H 41.300 -0.834 -6.905 0.2667
H 18.967 1.295 -4.549 0.2510
H 25.389 -2.249 -3.862 0.3033
C 40.381 -1.169 -6.425 -1.2995
C 36.431 13.249 -9.244 -0.5172
C 37.357 13.226 -10.461 -1.2289
C 23.839 -4.332 -4.255 -1.0238
H 38.249 12.612 -10.333 0.2920
H 22.221 3.301 -4.589 0.4177
H 26.494 -3.317 -3.029 0.2684
H 40.648 6.274 -9.303 0.3114
C 32.611 1.598 -9.947 -1.0355
H 30.366 2.840 0.470 0.3010
H 42.217 7.075 -9.530 0.2871
H 17.887 0.424 -14.724 0.3196
H 18.000 2.402 -3.593 0.2843
H 36.844 -9.490 -12.057 0.4127
H 38.425 -5.369 -14.498 0.3097
H 33.749 2.974 -18.761 0.3029
C 18.773 -0.042 -14.292 -1.4275
N 41.080 -3.501 -5.770 -0.0352
H 29.317 2.178 -11.327 0.2939
H 39.548 -4.936 -5.765 0.3682
C 20.018 4.388 -3.324 -0.5106
H 42.337 -5.770 -4.714 0.2958
H 30.537 4.522 0.133 0.3198
H 40.046 -5.849 -14.702 0.4029
H 34.150 12.130 -6.025 0.3883
H 42.723 -2.261 -5.607 0.3151
H 18.506 0.005 -13.236 0.4247
C 33.403 3.426 -2.394 -0.5113
H 18.558 -1.075 -14.563 0.3461
H 35.346 4.217 -2.981 0.4235
H 22.274 1.401 -16.022 0.2812
H 36.942 -5.422 -12.269 0.2385
H 23.607 -4.143 -3.207 0.3042
C 26.011 -3.135 -3.990 -1.0042
H 38.828 -6.823 -15.295 0.3805
H 40.863 -5.173 -6.862 0.3436
C 25.309 -4.339 -4.440 0.7738
H 19.278 2.928 -17.813 0.4168
N 20.578 0.289 -16.005 0.0375
C 21.472 2.303 -6.251 -1.2506
H 40.929 -6.863 -4.840 0.3829
H 34.991 11.800 -10.870 0.4396
C 34.743 4.059 -2.087 -1.2949
H 33.545 2.418 -2.783 0.3190
H 42.673 -2.672 -8.110 0.2732
C 27.208 8.024 -7.895 -1.0001
H 35.320 9.470 -9.908 0.3268
H 33.069 1.005 -10.738 0.3281
H 22.757 -0.292 -14.355 0.3784
C 33.161 0.943 -0.548 -1.0521
H 35.572 0.817 -16.161 0.3159
H 22.427 1.803 -6.416 0.3911
H 32.472 2.380 0.737 0.3527
C 31.078 1.766 -10.000 0.8239
H 18.663 0.602 -16.929 0.3053
H 32.628 1.835 -17.911 0.3013
H 39.134 -2.984 -6.452 0.4092
H 34.495 13.509 -7.209 0.2833
H 36.901 12.851 -11.377 0.2957
H 33.623 9.828 -10.520 0.4219
H 20.025 0.586 -17.992 0.3952
N 37.770 -7.931 -13.103 0.0888
C 37.775 -8.924 -12.027 -0.5039
H 30.969 4.149 -2.205 0.3620
H 39.176 -6.520 -12.207 0.2944
C 30.252 3.575 -0.326 -1.2655
H 40.419 -0.839 -5.387 0.3316
H 29.221 3.607 -0.679 0.4017
C 36.163 -6.184 -12.300 -1.0276
H 35.184 -5.732 -12.463 0.4105
H 40.428 -2.930 -7.642 0.3503
H 33.897 9.724 -8.875 0.2683
C 18.264 2.125 -4.614 -1.0221
H 22.057 0.144 -17.308 0.3395
H 31.045 2.358 -2.116 0.3779
H 19.265 2.819 -16.061 0.2515
C 22.730 -0.628 -15.392 -1.3640
H 35.696 -7.961 -13.408 0.4049
C 34.375 12.438 -7.047 -0.9873
O 30.393 1.512 -8.992 -0.5564
C 39.073 -6.241 -14.407 -1.4294
H 39.595 4.769 -11.267 0.3142
H 33.038 2.587 -10.107 0.2931
H 33.898 12.110 -9.640 0.3246
C 19.694 0.944 -17.017 -0.6606
H 33.485 12.193 -7.628 0.2534
H 20.958 4.692 -2.864 0.4476
H 36.371 1.846 -17.398 0.2839
C 35.421 1.463 -17.026 -0.9939
H 32.276 0.508 -1.012 0.2533
H 35.124 0.748 -17.794 0.3065
C 40.167 -2.676 -6.615 -0.4279
C 27.004 9.077 -5.558 -1.0383
H 33.972 2.676 0.314 0.3302
H 30.760 3.135 -11.560 0.2990
H 40.919 -5.476 -3.758 0.3085
H 34.551 5.035 -1.641 0.3068
H 43.088 -3.960 -5.335 0.3248
C 18.895 3.339 -5.285 -0.7537
H 37.686 14.244 -10.671 0.3960
C 19.152 5.706 -3.397 -1.2532
C 21.979 0.376 -16.246 -0.3469
H 36.513 -6.804 -14.337 0.3420
H 26.792 -2.839 -4.690 0.3317
O 27.287 10.329 -7.596 -0.5623
H 21.129 2.013 -4.098 0.3688
N 32.554 3.376 -1.173 0.1121
C 36.529 -7.260 -13.347 -0.7345
H 39.528 -0.635 -6.846 0.4050
H 39.263 6.367 -11.902 0.3043
H 17.377 1.845 -5.182 0.3971
C 19.757 2.447 -16.959 -1.0285
H 42.847 -4.326 -7.911 0.3011
C 21.262 2.830 -4.806 -0.4821
H 19.662 3.733 -2.529 0.3237
H 33.384 0.422 0.383 0.4066
H 32.643 3.538 -17.431 0.2969
H 30.740 1.493 -12.139 0.2990
H 20.880 0.134 -13.947 0.2836
C 34.401 10.044 -9.788 -1.3603
H 27.929 8.660 -5.160 0.2904
H 40.269 5.162 -12.813 0.3013
H 35.468 10.605 -7.419 0.3384
H 40.682 7.830 -10.043 0.2919
H 20.752 2.876 -17.080 0.2808
H 39.805 -7.868 -13.222 0.3661
H 22.339 -1.635 -15.536 0.3211
C 34.323 2.511 -16.791 0.6951
H 23.334 -5.236 -4.595 0.3019
H 26.098 8.581 -5.211 0.3389
C 41.248 -5.826 -4.736 -1.2259
N 35.972 11.865 -8.982 0.0193
H 18.079 5.517 -3.442 0.2859
H 36.520 12.004 -7.032 0.4453
C 40.636 -4.915 -5.828 -0.4548
H 36.162 -6.634 -11.308 0.2807
C 42.526 -3.271 -5.965 -0.5179
O 34.354 3.210 -15.800 -0.5448
H 35.594 13.940 -9.349 0.3125
O 42.386 6.036 -11.836 -0.5320
H 39.827 -9.480 -11.949 0.3393
H 23.781 -0.541 -15.667 0.4311
H 36.993 13.687 -8.420 0.4231
C 20.144 0.564 -14.626 -0.2631
C 35.632 11.672 -7.570 -0.7088
H 21.395 3.165 -6.914 0.3429
H 23.434 -3.506 -4.840 0.3043
C 34.785 11.510 -9.840 -0.4260
H 19.450 6.356 -4.219 0.3259
C 40.025 5.590 -11.840 -1.0632
H 18.980 3.075 -6.340 0.3824
C 31.180 3.290 -1.567 -0.4444
H 27.201 8.192 -8.972 0.2831
C 38.902 -9.984 -12.230 -1.3073
C 27.129 9.228 -7.066 0.8009
C 41.332 6.122 -11.266 0.8024
H 28.109 7.459 -7.658 0.2801
```

Computed properties:
Energy relative to the best compared isomer or geometry (same formula, charge and spin) in kJ/mol: 86.7
SMILES: CCN(CC)CC.CCN(CC)CC.CCN(CC)CC.CCN(CC)CC.CCN(CC)CC.CCN(CC)CC.CC(C)=O.CC(C)=O.CC(C)=O.CC(C)=O.CC(C)=O
Net charge: 0

***

(2)
Density functional theory data (ωB97M-V/def2-TZVPD) for a structure of composition C51H123F6N6O15P.

```
202
Properties=species:S:1:pos:R:3:mulliken_charge:R:1
H -0.482 -2.465 7.354 0.5674
N -3.521 -2.142 6.847 0.4129
C -0.388 -0.246 2.563 -0.5809
H -2.549 -0.935 5.443 -0.4821
C -2.606 -1.530 -2.986 -0.7039
C -2.546 -4.241 -4.224 -0.6845
H -0.235 -1.128 6.241 0.5753
H -1.953 -5.489 -5.944 0.4504
C -4.142 -5.131 -2.309 -1.0656
H -2.425 1.190 2.208 0.6002
C -5.432 8.626 -2.462 -0.8357
H 6.101 -6.529 0.678 0.5339
O -2.626 -6.645 -4.243 -0.2626
H -2.398 -3.859 7.398 0.3737
H 1.779 -5.854 0.403 0.4403
H -4.363 8.564 -0.573 0.3962
H -2.513 1.491 0.541 0.3720
H 5.153 -0.566 -3.055 0.4425
H 0.015 -2.240 -0.904 0.5412
H -1.551 6.950 -2.085 0.2496
H -1.660 -4.318 -3.594 0.4146
H -4.170 -3.829 7.933 0.4324
C -2.874 -7.902 -4.846 -0.8498
F 0.484 6.375 -4.048 -0.3855
H -3.400 -0.569 -0.200 0.3059
C 3.358 -4.296 0.324 -0.0349
C -2.724 -5.506 -5.174 -0.7319
H -1.941 -8.360 -5.176 0.3094
H 1.562 -4.536 1.447 0.1956
H -3.952 10.633 -3.668 0.2787
H -5.324 8.944 -3.499 0.4469
C -2.274 0.696 1.248 -0.6409
H 5.978 2.171 -3.811 0.3535
H -5.266 -4.009 -4.619 0.4452
H 3.190 0.312 -1.721 0.1200
F 0.410 4.210 -4.893 -0.3748
O -4.381 -3.836 0.822 -0.7661
H -3.625 -5.526 -5.787 0.3889
H -3.781 -2.341 9.771 0.3816
H 6.121 -5.878 3.138 0.5087
C 0.016 1.837 1.497 -0.8717
H -4.622 -5.790 -3.033 0.4049
H -2.352 7.307 -0.611 0.4465
C 8.226 2.698 -1.270 -1.2296
C -2.876 -2.764 9.335 -1.3259
H 7.359 -1.138 -4.361 0.3010
H -1.653 4.482 -1.703 0.2940
H 7.883 3.652 -0.870 0.4058
H 6.773 0.780 -4.625 0.3466
H 0.743 0.291 -0.233 -0.0219
C 2.338 -5.206 1.078 -1.2707
C 6.933 -4.571 -1.340 -1.5765
H -3.381 6.711 -1.935 0.5790
C -0.686 4.057 -1.435 -0.7135
H 0.275 10.234 -1.157 0.4437
H 8.705 2.926 -2.223 0.2950
N -3.652 -3.859 -3.167 0.7373
H -0.855 0.099 -0.879 0.0494
C 2.656 2.590 -3.036 -0.9559
H -1.004 0.036 3.417 -0.3775
H 6.061 2.467 -1.574 0.4041
N 4.671 -5.100 -0.033 0.4328
F -1.496 6.796 -5.365 -0.3397
H -2.350 -5.091 2.529 0.2622
H -3.274 -5.514 -1.772 0.3492
O 3.198 -0.688 1.050 -0.3518
C 6.907 1.828 -1.320 -0.3676
H 4.930 -4.479 4.911 0.3385
H 5.511 -0.705 -1.413 0.3813
H 1.049 2.396 -0.268 -0.1117
H -4.587 -2.325 -4.416 0.3887
H -3.014 10.402 -5.162 0.4058
H -0.179 4.918 -1.000 0.2915
H 4.080 1.609 -1.046 0.4684
H -0.198 3.484 -2.223 0.2670
O 3.841 1.890 -3.003 -0.2373
H -2.541 -3.560 9.999 0.3970
H 5.020 -6.742 -1.333 0.3601
H 4.502 -6.767 1.241 0.6009
H 2.837 3.341 -3.805 0.3868
C -4.023 -2.816 5.518 -0.5604
H -4.225 10.191 -1.500 0.4881
H -6.587 7.437 -0.597 0.3499
H 0.053 8.627 -1.435 0.2952
C 4.759 -3.759 4.111 -0.7340
H 8.505 -1.999 -3.414 0.4010
H 6.627 -4.554 2.224 0.4042
N 6.727 0.810 -2.453 0.2601
C 6.832 1.494 -3.803 -0.9657
C -6.030 -2.849 -2.963 -1.1573
H 6.893 1.225 -0.412 0.2903
H -1.134 -2.306 0.238 0.0414
H -1.691 8.614 -3.708 0.6194
H 7.800 1.980 -3.924 0.4095
H 5.469 -2.935 4.183 0.3099
H 2.991 -0.943 2.412 0.2942
C -0.200 -0.233 -0.073 0.5768
O -2.369 2.876 6.357 -0.5377
H -2.498 -3.366 -4.872 0.4064
H -4.149 -0.336 1.216 0.5725
H 2.981 -3.745 -0.537 0.6343
H 5.159 -3.386 -1.119 0.2336
C -3.136 -0.515 0.856 -1.0231
C -4.674 -1.851 4.433 -0.5647
C 0.242 -3.606 5.137 -0.8231
H 6.609 -4.879 -2.334 0.3827
O -0.817 -2.678 5.271 0.0645
H 3.763 -3.352 4.286 0.0678
H -4.667 -0.276 6.651 0.3723
H -3.731 -2.655 -1.305 0.4659
H -0.092 -4.630 5.305 0.3151
H -6.275 9.182 -2.054 0.4979
F 0.479 6.000 -6.396 -0.3641
H 4.353 -5.282 -2.095 0.3764
O -1.017 3.088 -0.453 -0.3679
F -1.384 4.749 -6.207 -0.3864
H -2.291 -3.366 -1.666 0.3275
N -2.796 8.748 -2.060 0.2310
H -4.871 -2.540 3.612 0.3732
H -2.112 -1.990 9.417 0.3274
C -2.502 7.308 -1.691 -1.2219
O -2.393 -4.691 0.554 -0.6604
C 7.876 -0.214 -2.367 -0.3878
H 2.706 -5.762 1.940 0.2650
H 6.729 -1.956 -3.000 0.0605
H -3.617 -7.920 -5.644 0.3303
C -6.753 6.883 -1.520 -0.7268
H -0.459 -1.315 2.366 0.4088
H 0.650 -3.629 4.127 -0.0489
C 4.287 -5.942 -1.230 -0.9218
H -4.413 -0.760 8.397 0.3645
H 1.841 1.899 -3.252 0.3203
C -4.570 -1.089 7.370 -1.1105
C -2.250 -1.312 6.421 0.1053
C -3.085 -2.814 -2.169 -0.7547
C -0.178 -1.808 0.078 -1.4913
C -3.198 -3.337 7.922 -0.2762
H -5.524 -1.271 4.794 0.3211
C -1.944 2.089 5.327 0.7851
H -7.696 7.128 -2.009 0.2920
H -1.749 -1.849 -3.578 0.3973
H -3.148 -8.708 -4.166 0.2844
C 5.300 0.051 -2.169 -0.5369
H 0.591 -2.259 0.705 0.2879
C -4.872 -3.260 -3.933 -0.5042
H 7.484 -5.312 -0.759 0.3789
C 0.210 2.816 0.287 -0.3379
H 7.740 -3.845 -1.440 0.3841
O 4.627 -4.384 2.872 -0.0395
H 3.292 -6.378 -1.147 0.3003
O -2.787 1.406 4.695 -0.6886
H -5.793 -1.963 -2.374 0.2209
C -2.995 10.310 -4.076 -1.5143
P -0.477 5.569 -5.168 1.2181
O 5.365 -0.727 1.365 -0.7966
H -3.467 8.227 -4.055 0.6122
C -1.795 9.706 -1.376 -0.5634
H -2.278 11.071 -3.767 0.3206
C -4.275 9.102 -1.517 -0.4753
H -3.428 -1.057 -3.525 0.3942
H 0.584 3.741 0.724 0.6794
C 7.603 -1.394 -3.330 -0.9305
C 4.027 0.977 -1.932 -0.5812
H 7.958 -0.446 -1.305 0.4315
H -5.528 -1.609 7.344 0.3753
N -0.723 0.506 1.194 1.2844
C 5.751 -5.181 2.385 -0.9013
H -2.366 -0.392 6.993 0.5014
H -0.681 2.298 2.196 0.3423
H -4.801 -4.899 -1.473 0.3502
H 8.780 0.300 -2.691 0.3986
C -0.310 9.584 -1.808 -1.2076
H -1.482 3.194 6.541 0.3088
C -2.738 8.892 -3.590 -0.6145
H -6.602 5.808 -1.420 0.2528
H -6.440 -3.696 -2.412 0.3169
O 3.765 -0.917 2.979 -0.5919
H -2.832 -1.504 1.199 -0.2911
H -2.259 -0.823 -2.232 -0.1918
C -3.335 -4.364 1.272 0.8819
C -0.880 -1.978 6.463 -1.1855
H -1.877 9.527 -0.304 0.5318
H -2.078 10.748 -1.531 0.4634
H -6.844 -2.483 -3.588 0.4788
O -3.261 -4.786 2.528 -0.5050
H -4.918 -3.342 5.851 0.3943
H -3.867 -1.194 4.109 -0.1029
F -1.380 5.032 -3.904 -0.3466
H 6.082 -3.367 0.362 0.5200
O -0.741 2.100 5.076 -0.7604
H -0.046 9.789 -2.846 0.3022
H -3.295 -3.517 5.111 0.3585
H 9.001 2.220 -0.670 0.3477
C 5.268 -5.999 1.141 -0.8084
O -5.686 7.290 -2.413 -0.3530
H 0.644 -0.193 2.908 0.1668
C 5.776 -4.005 -0.467 -0.2312
H 2.332 3.025 -2.091 0.3417
H 1.155 -3.348 5.673 0.4470
C 4.161 -0.756 1.777 0.4834
H 0.980 1.785 2.003 0.4849
H 3.736 -3.591 1.064 -0.1636
```

Computed properties:
Electronic energy in hartree: -4413.9500
Net charge: +2

***

The evaluated strongest force on any atom for the records listed, in turn: 3.00; 9.50 eV Å⁻¹.